Entry 1:
110
Properties=species:S:1:pos:R:3:lowdin_charge:R:1 method="wB97M-V/def2-TZVPD" max_force_ev_per_a=3.313 total_energy_ev=-107947.8836 lumo_ev=-0.7 relative_energy_kj_mol=230.4 gap_ha=0.2148
Mo -0.734 -0.110 -0.145 1.650
C 2.487 -4.580 4.389 -0.046
C 1.996 -3.727 3.258 -0.252
C 2.174 -4.120 1.931 0.034
C 1.613 -3.395 0.892 -0.059
C 1.946 -3.652 -0.522 -0.281
O 2.031 -2.743 -1.331 0.109
C 2.281 -5.052 -0.876 -0.154
C 1.601 -6.122 -0.300 -0.037
C 1.960 -7.419 -0.613 -0.073
C 3.002 -7.658 -1.497 -0.082
C 3.669 -6.596 -2.089 -0.073
C 3.304 -5.297 -1.788 -0.009
C 0.820 -2.249 1.171 -0.285
O 0.109 -1.700 0.257 -0.273
C 0.816 -1.725 2.504 -0.148
C 1.377 -2.524 3.518 0.037
C 0.261 -0.449 2.790 -0.219
N -0.327 0.329 1.888 -0.069
C -0.742 1.627 2.395 -0.320
C 0.349 2.635 2.110 -0.496
Te -0.207 4.658 2.634 1.233
C 1.393 4.689 4.071 -0.544
C 1.212 4.115 5.318 -0.150
C 2.268 4.048 6.210 -0.100
C 3.510 4.546 5.858 -0.086
C 3.690 5.128 4.615 -0.094
C 2.632 5.206 3.726 -0.161
C 0.348 -0.048 4.227 -0.214
C 1.524 0.452 4.775 -0.022
C 1.602 0.719 6.131 -0.080
C 0.506 0.504 6.947 -0.080
C -0.670 0.012 6.405 -0.062
C -0.748 -0.276 5.056 -0.029
H 3.041 -5.440 4.022 0.075
H 1.639 -4.938 4.972 0.084
H 3.127 -4.006 5.056 0.080
H 2.772 -4.988 1.702 0.124
H 0.786 -5.928 0.381 0.122
H 1.433 -8.247 -0.159 0.104
H 3.291 -8.674 -1.725 0.102
H 4.477 -6.786 -2.781 0.104
H 3.814 -4.458 -2.238 0.121
H 1.322 -2.185 4.540 0.126
H -0.917 1.597 3.477 0.105
H -1.676 1.919 1.909 0.069
H 0.589 2.635 1.052 -0.001
H 1.247 2.392 2.673 0.051
H 0.247 3.724 5.605 0.095
H 2.113 3.621 7.189 0.102
H 4.331 4.485 6.558 0.103
H 4.654 5.537 4.349 0.104
H 2.763 5.683 2.764 0.087
H 2.382 0.615 4.139 0.098
H 2.526 1.086 6.549 0.103
H 0.572 0.702 8.006 0.104
H -1.524 -0.158 7.044 0.106
H -1.649 -0.691 4.629 0.103
C 0.478 -2.652 -4.090 -0.156
Si -0.774 -1.516 -3.189 0.493
C -1.879 -2.714 -2.196 -0.166
C -1.799 -0.522 -4.478 -0.172
N 0.006 -0.393 -2.081 -0.186
C 1.235 0.057 -2.454 -0.343
C 1.593 0.222 -3.803 -0.056
C 2.868 0.560 -4.198 -0.084
C 3.861 0.732 -3.251 -0.085
C 3.529 0.655 -1.909 -0.019
C 2.231 0.384 -1.513 -0.198
O 1.868 0.388 -0.161 -0.042
C 2.782 1.004 0.674 -0.292
C 3.083 2.357 0.522 -0.036
C 3.996 2.954 1.369 -0.067
C 4.620 2.211 2.359 -0.079
C 4.334 0.864 2.494 -0.080
C 3.419 0.254 1.651 0.004
H 0.023 -3.616 -4.296 0.026
H 1.341 -2.820 -3.455 0.008
H 0.833 -2.246 -5.031 0.021
H -1.905 -3.686 -2.677 0.023
H -2.898 -2.350 -2.126 0.015
H -1.491 -2.847 -1.189 0.005
H -2.838 -0.832 -4.463 0.018
H -1.433 -0.676 -5.488 0.019
H -1.778 0.546 -4.278 0.017
H 0.822 0.089 -4.541 0.086
H 3.092 0.673 -5.249 0.104
H 4.879 0.949 -3.533 0.099
H 4.294 0.804 -1.160 0.119
H 2.605 2.922 -0.266 0.130
H 4.227 4.001 1.251 0.107
H 5.339 2.675 3.015 0.102
H 4.840 0.273 3.244 0.111
H 3.191 -0.799 1.733 0.122
Cl -2.189 -2.177 2.155 0.604
C -2.536 -0.976 0.906 -0.647
H -3.102 -0.184 1.412 0.008
H -3.232 -1.487 0.236 -0.003
N -3.276 4.478 -0.606 0.149
N -2.257 3.601 -0.806 -0.244
N -1.322 3.781 -1.708 0.164
C -0.534 2.746 -1.531 -0.144
N -0.976 1.936 -0.547 -0.152
N -2.088 2.509 -0.074 0.096
H -3.618 4.836 -1.495 0.113
H -4.021 4.029 -0.079 0.109
H 0.335 2.558 -2.129 0.120
S -4.688 1.259 -2.284 0.566
C -3.371 0.593 -1.724 -0.965
N -2.373 0.132 -1.291 -0.176

---

Entry 2:
110
Properties=species:S:1:pos:R:3:lowdin_charge:R:1 method="wB97M-V/def2-TZVPD" max_force_ev_per_a=3.479 total_energy_ev=-104523.3085 lumo_ev=0.2 gap_ha=0.3545 smiles="CCOS(C)(=O)=O.O=S1(=O)OCCO1.Fc1ccccc1.Fc1ccccc1.Fc1ccccc1.Fc1ccccc1.Fc1ccccc1.Fc1ccccc1.Fc1ccccc1"
C 2.160 -3.107 -2.094 -0.061
C 2.006 -4.603 -2.286 -0.233
O 0.824 -4.965 -1.575 -0.281
S -0.308 -5.892 -2.065 0.542
C -1.503 -4.683 -2.361 -0.122
O 0.057 -6.583 -3.247 -0.256
O -0.591 -6.581 -0.810 -0.288
H 2.215 -2.882 -0.980 0.095
H 1.382 -2.496 -2.516 0.067
H 3.108 -2.756 -2.518 0.061
H 1.976 -4.842 -3.334 0.114
H 2.828 -5.180 -1.828 0.135
H -1.625 -4.268 -1.323 0.072
H -2.365 -5.204 -2.698 0.066
H -1.233 -3.883 -3.055 0.074
O 7.106 -0.059 -3.727 -0.203
S 5.788 -0.268 -3.230 0.499
O 5.042 -1.432 -3.544 -0.231
O 5.756 -0.147 -1.717 -0.204
C 4.391 0.329 -1.273 -0.076
C 3.807 1.017 -2.550 -0.121
O 4.890 0.963 -3.530 -0.198
H 3.787 -0.520 -0.994 0.104
H 4.580 0.971 -0.410 0.125
H 3.554 2.086 -2.535 0.132
H 2.918 0.396 -2.893 0.141
F -3.064 -3.647 0.608 0.037
C -2.417 -3.445 1.796 -0.278
C -3.078 -2.767 2.791 -0.041
C -2.447 -2.509 3.953 -0.113
C -1.171 -2.986 4.136 -0.104
C -0.506 -3.722 3.180 -0.067
C -1.157 -3.957 1.928 -0.005
H -4.118 -2.391 2.683 0.136
H -2.966 -1.938 4.727 0.117
H -0.636 -2.852 5.071 0.107
H 0.476 -4.111 3.377 0.106
H -0.651 -4.549 1.140 0.124
F -6.790 4.082 -1.543 0.028
C -5.955 3.113 -0.989 -0.232
C -6.295 1.782 -1.133 -0.012
C -5.460 0.783 -0.591 -0.088
C -4.529 1.133 0.360 -0.056
C -4.243 2.501 0.516 -0.084
C -4.917 3.482 -0.147 -0.042
H -7.092 1.515 -1.747 0.101
H -5.715 -0.198 -0.844 0.087
H -3.947 0.417 0.976 0.102
H -3.463 2.779 1.212 0.081
H -4.803 4.522 0.055 0.110
F -2.992 4.787 4.603 0.039
C -2.759 3.552 4.066 -0.291
C -3.686 2.529 4.268 -0.004
C -3.463 1.261 3.670 -0.071
C -2.209 0.993 3.060 -0.099
C -1.272 2.007 3.040 -0.067
C -1.533 3.300 3.509 -0.027
H -4.585 2.783 4.829 0.118
H -4.149 0.396 3.733 0.107
H -1.990 0.031 2.669 0.075
H -0.366 1.737 2.531 0.079
H -0.730 4.099 3.519 0.136
F -0.763 -1.498 -5.069 0.050
C -1.639 -0.611 -4.555 -0.271
C -2.837 -1.143 -4.068 -0.007
C -3.764 -0.287 -3.437 -0.053
C -3.486 1.092 -3.307 -0.062
C -2.260 1.514 -3.790 -0.132
C -1.330 0.738 -4.385 -0.041
H -2.989 -2.201 -4.163 0.103
H -4.652 -0.716 -2.990 0.093
H -4.168 1.709 -2.727 0.083
H -1.923 2.548 -3.628 0.101
H -0.349 1.163 -4.707 0.137
F -0.554 4.399 -2.664 0.042
C -0.697 4.920 -1.415 -0.298
C 0.293 5.629 -0.812 -0.043
C 0.194 6.001 0.525 -0.090
C -0.991 5.827 1.219 -0.089
C -2.035 5.082 0.589 -0.056
C -1.802 4.524 -0.692 -0.001
H 1.122 6.005 -1.428 0.128
H 0.941 6.696 0.938 0.114
H -1.156 6.300 2.205 0.113
H -2.946 4.951 1.135 0.079
H -2.634 3.985 -1.165 0.104
F 4.661 -1.198 1.981 0.055
C 5.976 -1.401 2.054 -0.310
C 6.618 -2.234 1.212 -0.024
C 7.962 -2.490 1.460 -0.080
C 8.582 -1.960 2.552 -0.112
C 7.937 -1.141 3.482 -0.065
C 6.628 -0.811 3.167 -0.008
H 5.975 -2.681 0.471 0.122
H 8.489 -3.132 0.742 0.118
H 9.623 -2.191 2.708 0.101
H 8.513 -0.710 4.305 0.111
H 5.948 -0.214 3.741 0.105
F -1.307 -1.289 -0.534 0.059
C -0.320 -0.498 -0.079 -0.286
C 0.477 -0.970 0.935 -0.001
C 1.398 -0.054 1.499 -0.075
C 1.650 1.153 0.871 -0.142
C 0.890 1.563 -0.202 -0.077
C -0.150 0.738 -0.723 0.037
H 0.285 -1.919 1.380 0.084
H 2.018 -0.426 2.343 0.117
H 2.422 1.796 1.273 0.108
H 1.069 2.557 -0.587 0.095
H -0.795 0.957 -1.582 0.103